Entry 1:
Below is a gas-phase ion, C21H23F4OSi (charge +1), with properties calculated with wB97M-V/def2-TZVPD.

Summary:
* charge: +1
* energy above the lowest of the compared OMol25 structures with the same formula, charge and spin: 76.1 kJ/mol

Each line ends with the Mulliken charge.
Element x y z (Å)
1 F -2.2935 4.7591 1.3120  -0.31
2 C -2.3838 3.4856 0.8020  0.33
3 C -3.6560 2.9483 0.6092  -0.99
4 C -3.6798 1.6474 0.1322  0.23
5 F -4.8914 1.0067 0.0460  -0.32
6 C -2.5394 0.9297 -0.2253  -0.92
7 C -1.2714 1.5231 -0.0565  0.35
8 C 0.0005 0.6867 -0.2957  3.89
9 C 1.3271 1.4690 -0.4138  0.44
10 C 2.5053 0.8219 -0.0112  -0.86
11 C 3.5764 1.6031 0.4412  0.16
12 F 4.6165 0.9799 1.0974  -0.31
13 C 3.6082 2.9931 0.3286  -0.85
14 C 2.5171 3.5634 -0.3151  0.35
15 F 2.4663 4.9450 -0.3659  -0.31
16 C 1.4221 2.8229 -0.7732  -1.07
17 C -1.2047 2.7949 0.5184  -0.96
18 H -4.5573 3.4981 0.8283  0.52
19 H -2.6687 -0.1034 -0.5368  0.44
20 H 0.1192 0.1577 0.6729  -1.74
21 H 2.5522 -0.2679 0.0526  0.55
22 H 4.4281 3.5788 0.7310  0.52
23 H 0.6156 3.3368 -1.2963  0.79
24 H -0.2494 3.2438 0.7932  0.64
25 C -2.1215 -3.0702 1.4615  -0.97
26 Si -0.2949 -2.7103 1.5306  0.26
27 C 0.1766 -1.2080 2.5286  -0.92
28 C 0.6285 -4.2209 2.0988  -1.10
29 O 0.2778 -2.3973 -0.0339  -0.31
30 C 0.5277 -1.6179 -1.0532  -0.27
31 C -0.2144 -0.3550 -1.2993  0.73
32 C 0.0726 0.0251 -2.7787  -1.22
33 C 0.8318 -1.1601 -3.3790  -0.75
34 C 1.0039 -2.2426 -2.2999  -0.45
35 H -2.5626 -3.0216 2.4702  0.37
36 H -2.6670 -2.3648 0.8211  0.26
37 H -2.2946 -4.0852 1.0738  0.35
38 H 0.2342 -1.4754 3.5911  0.52
39 H 1.1650 -0.8374 2.2267  0.28
40 H -0.5618 -0.4030 2.4353  0.26
41 H 0.6596 -4.2511 3.1971  0.38
42 H 0.1384 -5.1394 1.7514  0.32
43 H 1.6595 -4.2190 1.7252  0.31
44 H -1.2543 -0.7137 -1.2858  0.47
45 H -0.8802 0.1875 -3.3072  0.41
46 H 0.6423 0.9581 -2.8403  0.16
47 H 0.2724 -1.5681 -4.2284  0.31
48 H 1.8074 -0.8186 -3.7446  0.29
49 H 2.0393 -2.6046 -2.2060  0.39
50 H 0.3553 -3.1103 -2.5303  0.34

---

Entry 2:
Below is 2 unconnected molecules or ions with the total composition C3H10Si, with properties calculated with wB97M-V/def2-TZVPD.

Summary:
* energy above the lowest of the compared OMol25 structures with the same formula, charge and spin: 471.7 kJ/mol

Each line ends with the Mulliken charge.
Element x y z (Å)
1 C 0.2071 -1.6896 0.1096  -1.04
2 C 1.5340 1.2360 0.1329  -1.27
3 C -0.4535 -0.6385 -0.7100  -0.32
4 Si -1.5317 0.6886 0.0259  0.30
5 H 1.2442 -1.7232 -0.0491  0.32
6 H -0.1393 -1.7059 1.0670  0.40
7 H -0.1351 -2.7710 -0.1758  0.30
8 H 2.3602 1.0980 -0.4739  0.31
9 H 1.2498 0.6924 0.9434  0.56
10 H 1.2697 2.2031 -0.0539  0.38
11 H -0.4914 -0.7523 -1.8507  0.36
12 H -1.1603 0.5588 1.5622  -0.10
13 H -3.0323 0.2719 0.0448  -0.13
14 H -1.2801 2.1013 -0.6592  -0.08

---

Entry 3:
Below is a single C6H8S molecule, with properties calculated with wB97M-V/def2-TZVPD.

Summary:
* energy above the lowest of the compared OMol25 structures with the same formula, charge and spin: 143.5 kJ/mol
* SMILES string: C1=CC[C@H]2S[C@@H]2C1

Each line ends with the Mulliken charge.
Element x y z (Å)
1 C 1.6293 0.3772 -0.2421  -0.76
2 C 1.4815 0.4295 1.2806  -0.24
3 C 0.3260 0.2521 1.9571  -0.25
4 C -1.0200 -0.1477 1.3377  -0.71
5 C -0.5830 -0.6186 -0.0255  -0.17
6 C 0.1856 0.4568 -0.6824  -0.15
7 H 2.1231 -0.5348 -0.5545  0.30
8 H 2.2595 1.1877 -0.5847  0.36
9 H 2.3853 0.6559 1.8730  0.34
10 H 0.3707 0.3525 3.0512  0.34
11 H -1.5076 -0.8981 1.9295  0.36
12 H -1.7137 0.7339 1.3062  0.27
13 H -0.0013 -1.5245 0.0763  0.24
14 H -0.2047 1.4462 -0.4412  0.23
15 S -0.9893 -0.3697 -1.7755  -0.16

---

Entry 4:
Below is a gas-phase ion, C2HFN3O (charge +1), with properties calculated with wB97M-V/def2-TZVPD.

Summary:
* charge: +1
* energy above the lowest of the compared OMol25 structures with the same formula, charge and spin: 182.8 kJ/mol
* SMILES string: [H]/N=C(\F)N=[N+]=C=O

Each line ends with the Mulliken charge.
Element x y z (Å)
1 C 1.0376 -0.5899 0.0492  0.58
2 C -2.1457 0.6331 0.1061  0.56
3 N -0.2119 -0.6517 -0.5235  -0.28
4 N -1.2478 -0.0360 -0.4107  0.46
5 N 1.5942 0.5192 -0.0134  -0.39
6 O -3.1162 1.1559 0.3701  -0.08
7 F 1.5074 -1.7633 0.3796  -0.15
8 H 2.5825 0.7327 0.0427  0.31

---

Entry 5:
Below is a molecular structure, C28H24MoN7O4S, with properties calculated with wB97M-V/def2-TZVPD.

Summary:
* charge: +1

Each line ends with the Mulliken charge.
Element x y z (Å)
1 Mo 0.0462 0.1426 0.7269  -0.58
2 S -3.6360 -0.6810 -1.9329  -0.36
3 C -4.2948 -0.5096 -0.3383  0.74
4 C -5.6191 -0.6507 0.0664  -0.67
5 C -5.9315 -0.3659 1.3793  -0.55
6 C -4.9501 0.0937 2.2639  -0.87
7 C -3.6357 0.2271 1.8641  -0.15
8 C -3.2945 -0.1233 0.5575  -0.60
9 N -2.0351 -0.0626 -0.0308  1.00
10 C -2.0862 -0.2698 -1.3218  1.00
11 C -0.8868 -0.0426 -2.1149  -0.16
12 C -0.8875 -0.0986 -3.5051  -1.00
13 C 0.2486 0.2818 -4.1961  -0.75
14 C 1.3620 0.7226 -3.4922  -1.02
15 C 1.3618 0.7401 -2.1029  0.08
16 C 0.2402 0.3464 -1.3760  1.92
17 H -6.3863 -0.9573 -0.6314  0.42
18 H -6.9533 -0.4641 1.7188  0.41
19 H -5.2329 0.3767 3.2688  0.42
20 H -2.9134 0.6964 2.5198  0.51
21 H -1.7690 -0.4159 -4.0501  0.41
22 H 0.2612 0.2531 -5.2771  0.41
23 H 2.2399 1.0513 -4.0340  0.44
24 H 2.2564 1.0700 -1.5886  0.53
25 O -0.5217 4.1717 1.0182  -0.66
26 C -0.1182 3.0568 1.1751  0.24
27 O -0.7689 1.9536 0.8864  -0.47
28 C 1.2098 2.7618 1.8216  0.60
29 C 2.0287 3.8148 2.2521  -1.02
30 C 3.1702 3.4910 2.9198  -0.66
31 C 3.4602 2.1370 3.2022  0.75
32 C 4.5957 1.7738 3.9699  -0.83
33 C 4.8293 0.4708 4.2857  -0.71
34 C 3.9295 -0.5265 3.8495  -0.98
35 C 2.8391 -0.2115 3.0926  0.15
36 C 2.5829 1.1329 2.7353  -0.12
37 N 1.4710 1.4833 1.9959  0.85
38 H 1.7193 4.8272 2.0403  0.57
39 H 3.8465 4.2606 3.2710  0.46
40 H 5.2615 2.5569 4.3092  0.43
41 H 5.6909 0.1953 4.8778  0.42
42 H 4.1114 -1.5594 4.1176  0.50
43 H 2.1752 -0.9814 2.7463  0.22
44 N -0.5865 -0.5425 2.9548  -0.47
45 C -0.3806 -1.8944 3.5345  -0.70
46 C -0.7977 -2.9752 2.5449  -0.70
47 C 0.0565 -2.8369 1.3014  0.46
48 O 1.0076 -3.5793 1.1056  -0.81
49 O -0.3130 -1.8817 0.5025  -0.32
50 H -0.2757 0.1553 3.6253  0.27
51 H -1.5940 -0.4169 2.8802  0.05
52 H -0.9470 -1.9982 4.4622  0.47
53 H 0.6710 -2.0076 3.7902  0.34
54 H -1.8504 -2.8482 2.2836  0.33
55 H -0.6526 -3.9540 2.9974  0.41
56 N 3.3356 -3.8363 -0.4941  -0.18
57 C 4.2060 -2.8752 -0.7785  0.52
58 N 5.3908 -3.1962 -1.3170  -0.36
59 N 4.0034 -1.5732 -0.5657  -0.72
60 C 2.8982 -1.1428 -0.0691  0.75
61 N 1.9714 -0.6101 0.3819  -0.48
62 H 3.5467 -4.7926 -0.7213  0.24
63 H 2.4216 -3.6275 -0.0741  0.16
64 H 5.6490 -4.1424 -1.5245  0.19
65 H 6.0323 -2.4515 -1.5217  0.24

---

Entry 6:
Below is a molecular structure, C3H2LaO2, with properties calculated with wB97M-V/def2-TZVPD.

Summary:
* charge: +3
* energy above the lowest of the compared OMol25 structures with the same formula, charge and spin: 131.1 kJ/mol

Each line ends with the Mulliken charge.
Element x y z (Å)
1 O 2.2143 1.4550 0.8873  -0.24
2 C 2.4453 1.1500 3.1513  0.01
3 C 3.1913 0.3194 2.6303  -0.02
4 H 1.6769 1.6105 3.7528  0.41
5 H 3.6789 -0.6059 2.3642  0.41
6 C 1.0900 0.9459 -0.0686  0.56
7 O 0.2531 0.1345 -0.1611  -0.28
8 La -1.2449 -1.8639 0.4530  2.15

---

Entry 7:
Below is a gas-phase ion, CH4ClN2O (charge +1), with properties calculated with wB97M-V/def2-TZVPD.

Summary:
* charge: +1
* energy above the lowest of the compared OMol25 structures with the same formula, charge and spin: 189.6 kJ/mol
* <S²>: 2.01
* multiplicity: 3

Each line ends with the Löwdin spin population.
Element x y z (Å)
1 C 0.8612 0.2722 0.1573  0.55
2 N 0.1180 1.3690 0.1556  0.49
3 N 0.1443 -0.9139 0.1689  0.68
4 O 0.9954 -2.0824 0.0568  0.10
5 Cl 2.5184 0.4383 -0.1379  0.12
6 H -0.8319 1.2739 0.3523  0.01
7 H 0.4601 2.2913 0.0671  0.01
8 H -0.8665 -0.8887 0.0076  0.01
9 H 1.4100 -2.3190 1.0089  0.02

---

Entry 8:
Below is a single C17H21NO7 molecule, with properties calculated with wB97M-V/def2-TZVPD.

Summary:
* energy above the lowest of the compared OMol25 structures with the same formula, charge and spin: 0.0 kJ/mol
* SMILES string: COC(=O)CCC(=O)Nc1ccc(C)cc1OC(=O)CCC(=O)OC

Each line ends with the Mulliken charge.
Element x y z (Å)
1 C 5.5980 0.8691 0.7815  -0.64
2 H 5.5802 1.0876 1.8510  0.30
3 H 5.1616 1.7096 0.2386  0.27
4 H 6.6135 0.6828 0.4417  0.24
5 O 4.8607 -0.3142 0.5069  -0.31
6 C 3.6382 -0.3884 1.0325  0.74
7 O 3.1686 0.4338 1.7741  -0.60
8 C 2.9129 -1.6275 0.5485  -0.67
9 C 2.5063 -1.4180 -0.9189  -0.94
10 C 1.8821 -0.0395 -1.0989  0.53
11 O 2.4350 0.8525 -1.7048  -0.69
12 N 0.6641 0.0547 -0.5041  0.73
13 C -0.1731 1.1635 -0.3938  0.03
14 C 0.1259 2.4060 -0.9388  -0.71
15 C -0.7580 3.4607 -0.8060  -0.89
16 C -1.9612 3.3107 -0.1321  0.79
17 C -2.2692 2.0722 0.4201  -0.92
18 C -1.3913 1.0126 0.2946  0.52
19 O -1.6122 -0.2705 0.8022  -0.05
20 C -2.6755 -0.6775 1.4990  0.57
21 O -3.6149 -0.0124 1.8383  -0.58
22 C -2.5292 -2.1648 1.7845  -0.74
23 H -1.5211 -2.3609 2.1523  0.31
24 C -2.7658 -2.9656 0.4956  -0.58
25 C -1.7448 -2.5766 -0.5518  0.74
26 O -0.5504 -2.6935 -0.4245  -0.58
27 O -2.3337 -2.0848 -1.6367  -0.38
28 C -1.5002 -1.6516 -2.7065  -0.61
29 H -2.1114 -1.6829 -3.6050  0.30
30 H -1.1568 -0.6319 -2.5225  0.18
31 H -0.6367 -2.3118 -2.8050  0.31
32 H -2.6512 -4.0296 0.7106  0.32
33 H -3.7657 -2.7792 0.1043  0.35
34 H -3.2614 -2.4475 2.5396  0.41
35 H -3.1973 1.9393 0.9508  0.62
36 C -2.9100 4.4584 0.0280  -1.57
37 H -3.9374 4.1070 0.0817  0.37
38 H -2.8153 5.1574 -0.7995  0.39
39 H -2.6899 4.9958 0.9507  0.30
40 H -0.5031 4.4174 -1.2369  0.40
41 H 1.0574 2.5325 -1.4639  0.61
42 H 0.3116 -0.7865 -0.0630  -0.38
43 H 3.3892 -1.4686 -1.5564  0.48
44 H 1.7962 -2.1929 -1.2089  0.24
45 H 2.0343 -1.7817 1.1746  0.34
46 H 3.5719 -2.4919 0.6258  0.45

---

What did we get for DFT total energy? Answer: -42939.10228; -11145.56684; -17184.98368; -11312.49675; -60734.58054; -8055.11665; -18638.28854; -33793.93277 eV, in the order shown.
What did we get for F_max? Answer: 4.4; 4.4; 1.3; 2.7; 2.4; 7.8; 4.2; 1.1 eV/A, in the order shown.